{
  "formula": "C44H64N2O27",
  "method": "the ωB97M-V functional and the def2-TZVPD basis",
  "smiles": "C[C@H]1COC(=O)O1.C[C@H]1COC(=O)O1.C[C@H]1COC(=O)O1.C[C@H]1COC(=O)O1.C[C@H]1COC(=O)O1.C[C@H]1COC(=O)O1.C[C@H]1COC(=O)O1.C[C@H]1COC(=O)O1.C[C@H]1COC(=O)O1.c1cc[nH]c1.c1cc[nH]c1",
  "total_charge": 0,
  "homo_ev": -8.4927,
  "de_lowest_kj_mol": 721.6,
  "homo_lumo_gap_ev": 8.13,
  "elements": ["C", "C", "C", "O", "C", "O", "O", "H", "H", "H", "H", "H", "H", "C", "C", "C", "O", "C", "O", "O", "H", "H", "H", "H", "H", "H", "C", "C", "C", "O", "C", "O", "O", "H", "H", "H", "H", "H", "H", "C", "C", "C", "O", "C", "O", "O", "H", "H", "H", "H", "H", "H", "C", "C", "C", "O", "C", "O", "O", "H", "H", "H", "H", "H", "H", "C", "C", "C", "O", "C", "O", "O", "H", "H", "H", "H", "H", "H", "C", "C", "C", "O", "C", "O", "O", "H", "H", "H", "H", "H", "H", "C", "C", "C", "O", "C", "O", "O", "H", "H", "H", "H", "H", "H", "C", "C", "C", "O", "C", "O", "O", "H", "H", "H", "H", "H", "H", "C", "C", "C", "N", "C", "H", "H", "H", "H", "H", "C", "C", "C", "N", "C", "H", "H", "H", "H", "H"],
  "coordinates": [[1.35403, 25.72508, -4.72708], [0.89870, 27.10539, -5.00556], [1.05346, 27.49181, -6.46588], [-0.09918, 28.07542, -6.78021], [-1.03683, 27.87867, -5.87928], [-2.22793, 28.26904, -5.92465], [-0.46293, 27.18081, -4.78132], [2.41250, 25.68279, -4.98387], [0.89540, 24.97954, -5.37664], [1.13446, 25.28772, -3.75312], [1.45936, 27.75880, -4.33711], [1.12386, 26.72372, -7.23607], [1.92500, 28.13658, -6.57897], [1.89394, 27.20535, 2.21159], [2.02966, 26.14024, 1.12118], [2.60102, 24.80031, 1.60218], [1.64250, 23.95720, 1.09661], [0.57574, 24.51754, 0.77508], [-0.44280, 23.98304, 0.33907], [0.68469, 25.77257, 0.89924], [1.63682, 26.75423, 3.16996], [1.03131, 27.82111, 1.95700], [2.78397, 27.83455, 2.21922], [2.35215, 26.57654, 0.17580], [2.74036, 24.63315, 2.67022], [3.54208, 24.50824, 1.13612], [9.38156, 33.13281, -4.77070], [10.48268, 33.95886, -4.04964], [10.14166, 34.15349, -2.58222], [11.20417, 33.81156, -1.88810], [12.20632, 33.31277, -2.66405], [13.32505, 33.00081, -2.25956], [11.70255, 33.22187, -3.91699], [9.66643, 32.80959, -5.77193], [8.46934, 33.72921, -4.75423], [8.95560, 32.35399, -4.13817], [10.58962, 34.91343, -4.56485], [9.29060, 33.49277, -2.41720], [9.91983, 35.19113, -2.33283], [6.77172, 22.66882, -1.11104], [5.72691, 23.23011, -2.17972], [4.28779, 22.78117, -1.93970], [3.55480, 23.97802, -1.78235], [4.49429, 25.09987, -1.85988], [4.20073, 26.34071, -1.73400], [5.76037, 24.62447, -2.13181], [6.78780, 21.57961, -1.07289], [6.70841, 23.03760, -0.08728], [7.78945, 22.94333, -1.38851], [5.94790, 22.86714, -3.18347], [4.09934, 22.22124, -1.02369], [3.92009, 22.20979, -2.79199], [3.12088, 29.38128, -1.49272], [3.69873, 29.71321, -2.86429], [3.06858, 30.89501, -3.62220], [4.20353, 31.54946, -4.07581], [5.27475, 31.24627, -3.33522], [6.41363, 31.72898, -3.51867], [4.99278, 30.20645, -2.57579], [2.11768, 28.95508, -1.49899], [2.99820, 30.19562, -0.77866], [3.73508, 28.63214, -0.99306], [3.80217, 28.86607, -3.54234], [2.49200, 31.43018, -2.86771], [2.35681, 30.51056, -4.35272], [6.63058, 27.14165, 0.86879], [7.45240, 26.39553, 2.00764], [7.29535, 24.89515, 2.21473], [8.24865, 24.17732, 1.56300], [9.18192, 25.04028, 1.09073], [10.24477, 24.88935, 0.54300], [8.72633, 26.34313, 1.32452], [5.68400, 27.64903, 1.05495], [6.66247, 26.61999, -0.08775], [7.17862, 28.06142, 0.66442], [7.59778, 26.98661, 2.91185], [6.34252, 24.49251, 1.87109], [7.28895, 24.60518, 3.26544], [0.07281, 32.86619, -4.13200], [-0.55632, 31.41813, -4.03956], [-0.66308, 31.00933, -2.48130], [-1.84543, 31.60820, -2.12716], [-2.59591, 31.65267, -3.26971], [-3.74261, 32.13504, -3.29905], [-1.95735, 31.40968, -4.34006], [1.00652, 32.84422, -3.57005], [-0.51642, 33.63646, -3.63442], [0.22067, 33.24890, -5.14185], [0.04271, 30.72484, -4.62999], [0.23814, 31.31075, -1.94741], [-0.86756, 29.97309, -2.21202], [4.96437, 34.27773, -6.11521], [5.29825, 33.75258, -7.45320], [4.62241, 34.61248, -8.60113], [5.75618, 34.79439, -9.44108], [6.94116, 34.57699, -8.79293], [8.04860, 34.88951, -9.20485], [6.69702, 33.96838, -7.64065], [5.33092, 35.29485, -5.97661], [5.72919, 33.87788, -5.44942], [3.94752, 33.99317, -5.84476], [5.12340, 32.67907, -7.52470], [4.25506, 35.60990, -8.35964], [3.76036, 34.26591, -9.17109], [6.06939, 34.14429, -0.09718], [4.61498, 33.56483, 0.17293], [3.75019, 34.32970, 1.15749], [2.48133, 34.53082, 0.51625], [2.57990, 34.26222, -0.79232], [1.71024, 34.48253, -1.55549], [3.85914, 33.68861, -1.00159], [6.13401, 35.20856, -0.32356], [6.51876, 33.54151, -0.88638], [6.79464, 33.99749, 0.70317], [4.47150, 32.51411, 0.42491], [4.16001, 35.31312, 1.38782], [3.55464, 33.75108, 2.06030], [8.17429, 27.11513, -3.54851], [9.01562, 27.73729, -4.54139], [8.97289, 29.10330, -4.52693], [8.02316, 29.34663, -3.57075], [7.51998, 28.17488, -3.00257], [7.82218, 26.10705, -3.38662], [9.55056, 27.19479, -5.30686], [9.47502, 29.86231, -5.10844], [7.69307, 30.28003, -3.37096], [6.60216, 28.24372, -2.43755], [4.42510, 26.24733, -7.64379], [4.84684, 26.87959, -6.42863], [6.24073, 26.74710, -6.36315], [6.69273, 26.24995, -7.59455], [5.57415, 25.83873, -8.26012], [3.39516, 26.15984, -7.95678], [4.22539, 27.44375, -5.74898], [6.83976, 27.32742, -5.67702], [7.55419, 26.44126, -8.08587], [5.66974, 25.41848, -9.25039]],
  "forces_ev_per_angstrom": [[0.66, -1.76, -0.41], [0.87, -1.38, 0.21], [3.13, -1.33, -0.01], [-3.31, 2.87, -1.31], [-4.64, 0.84, 2.16], [5.08, -1.79, 0.09], [-2.46, 1.69, -1.40], [0.27, -0.20, 0.43], [-0.27, 0.29, -0.49], [0.33, 0.74, 0.38], [-0.16, 0.57, 0.04], [0.74, -0.87, 0.63], [-0.14, 0.35, -0.25], [0.30, 0.20, -0.63], [-0.50, 1.47, 1.85], [1.63, 0.78, -0.77], [3.06, -5.34, 0.94], [-6.42, -1.80, -2.88], [1.84, 0.38, 0.98], [-0.93, 3.74, -0.18], [0.43, 0.01, 0.06], [0.16, 0.18, -0.14], [0.01, 0.00, 0.50], [0.78, -0.40, 0.09], [-0.39, 0.48, 0.18], [0.14, 0.29, -0.12], [0.12, 0.69, 0.90], [-1.16, -0.97, -0.30], [-3.48, 1.43, -1.91], [4.16, -1.34, 2.78], [1.81, -0.62, 0.86], [-3.47, 0.84, -1.44], [1.20, 0.00, -0.67], [-0.21, 0.04, 0.15], [0.12, 0.67, -0.79], [0.91, -0.75, -0.04], [0.68, -0.16, -0.17], [-0.21, 0.11, 0.73], [-0.53, 0.01, -0.14], [-0.01, 0.22, -1.20], [1.57, -2.62, 1.54], [-0.26, -0.11, 0.50], [1.81, 3.94, -0.25], [-1.48, 2.75, -0.06], [1.19, -6.36, -0.47], [-2.59, 1.74, 0.48], [-0.36, -0.04, -0.12], [-0.79, 0.19, -0.12], [-0.02, 0.14, -0.36], [0.70, 0.38, 0.04], [0.42, -0.26, -0.04], [-0.20, 0.14, 0.05], [-0.74, -0.88, 0.26], [-0.95, 0.02, 0.96], [-0.83, -1.92, 2.05], [0.21, 1.86, -1.17], [3.28, 0.44, -1.80], [-3.71, -0.87, 1.03], [1.40, 0.29, 0.58], [-0.11, -0.23, -0.57], [0.48, 0.63, -0.48], [0.14, -0.02, -0.21], [0.06, -0.36, 0.32], [0.18, 0.82, -0.25], [0.53, 0.48, -0.63], [0.42, 0.72, 0.91], [0.60, 0.36, -2.97], [-3.69, -0.25, 2.08], [2.75, -0.36, -1.56], [1.21, 2.60, -0.54], [-2.06, -0.99, 0.95], [1.26, -1.00, 0.31], [-0.64, -1.05, 0.47], [-0.30, -0.37, 0.27], [0.75, -0.13, 0.04], [-0.33, -0.17, -0.01], [-0.36, 0.37, -0.24], [0.36, 0.27, 0.26], [-0.57, -0.79, 0.28], [0.81, 0.73, 2.20], [1.58, -1.04, -1.57], [-1.45, 1.06, -0.22], [-5.80, 4.17, 2.21], [2.94, -2.02, 0.68], [2.63, -1.14, -2.66], [0.14, 0.08, -0.32], [-0.35, -0.30, 0.19], [0.11, -0.46, -0.10], [-0.61, -0.17, -0.19], [-0.37, 0.59, 0.30], [0.80, -0.64, -0.83], [1.24, -0.31, 1.21], [-1.10, 0.98, -0.79], [1.00, -0.20, 0.14], [0.88, 0.38, -1.08], [1.36, 0.86, -1.45], [-2.65, -0.73, 0.80], [0.20, -0.22, 0.19], [-1.20, 0.66, -0.59], [-0.56, -1.07, 0.51], [0.16, 0.55, 0.41], [-0.18, 0.04, -0.22], [0.43, 0.13, 1.01], [0.46, -1.10, -0.06], [-0.48, -1.50, 0.45], [0.39, 0.87, 0.19], [-0.21, 0.54, 0.84], [0.40, -0.06, 0.21], [1.81, -0.44, 1.47], [0.23, -0.45, -1.10], [-2.18, 0.87, -2.48], [-0.66, -0.10, -0.24], [-0.22, 0.26, -0.41], [-0.46, -0.16, 0.57], [1.28, -0.24, 0.15], [-0.01, -0.03, 0.17], [0.15, 0.27, 0.07], [-0.29, 1.30, -0.95], [1.38, -1.89, -1.09], [-1.30, -1.45, 1.13], [-0.51, 0.70, 0.65], [-0.02, 1.74, -0.41], [0.58, -0.11, -0.24], [0.36, -0.17, 0.23], [-0.13, -0.10, 0.18], [-0.18, -0.16, 0.23], [0.32, -0.11, 0.40], [0.30, 0.29, 1.02], [1.32, -0.92, -0.48], [-0.91, 2.15, -0.89], [-1.48, -0.37, 1.59], [-0.28, 0.35, -1.89], [0.23, -0.28, -0.25], [0.11, -0.31, 0.30], [0.44, -0.47, -0.15], [0.07, -0.31, 0.65], [0.03, -0.12, 0.08]],
  "mulliken_charge": [-1.806, 1.752, -0.095, -0.360, 0.496, -0.581, -0.443, 0.278, 0.421, 0.370, -0.486, 0.199, 0.297, -1.603, 1.366, 0.106, -0.345, 0.682, -0.657, -0.405, 0.437, 0.376, 0.307, -0.295, 0.265, -0.223, -1.011, 0.559, -0.175, -0.354, 0.664, -0.559, -0.381, 0.467, 0.345, -0.151, 0.258, 0.054, 0.284, -1.307, 0.440, -0.544, -0.325, 0.073, -0.140, -0.087, 0.453, 0.142, 0.386, 0.282, 0.285, 0.265, -1.461, 1.743, 0.700, -0.269, 0.577, -0.778, -0.465, 0.467, 0.335, 0.008, -0.526, -0.411, -0.107, -1.026, 0.281, -0.167, -0.385, 0.695, -0.529, -0.391, 0.446, -0.028, 0.425, 0.407, -0.047, 0.327, -1.128, 0.811, -0.053, -0.374, 0.496, -0.626, -0.343, 0.112, 0.361, 0.363, -0.036, 0.207, 0.287, -1.081, 0.469, -0.443, -0.378, 0.624, -0.572, -0.250, 0.363, -0.016, 0.379, 0.333, 0.257, 0.314, -1.224, 0.586, -0.471, -0.370, 0.552, -0.479, -0.185, 0.365, 0.111, 0.435, 0.118, 0.285, 0.312, -0.611, -0.971, -0.392, 0.259, -0.334, 0.576, 0.406, 0.469, 0.155, 0.518, -0.710, 0.926, -0.752, -0.007, -0.613, 0.315, 0.016, 0.184, 0.280, 0.382]
}